No. 1
Density functional theory data (the ωB97M-V functional and the def2-TZVPD basis) for an isolated molecule of C4H6N2S2 at a distorted geometry.

Structure (XYZ):
```
14
Properties=species:S:1:pos:R:3:forces:R:3
C -0.073173 -0.542848 -0.772558 -0.638 1.915 0.548
C -0.343034 0.508929 -1.896624 0.670 -1.884 -1.180
C -0.548755 1.460750 0.613565 2.674 2.796 -4.515
C -0.732219 0.079450 0.414909 -3.674 -3.085 -1.588
H 1.650482 -1.262206 -1.683080 0.823 -0.591 1.446
H -0.541201 -1.469124 -0.840039 -1.762 -1.062 -1.412
H -0.487873 0.121658 -2.994875 0.157 0.838 2.162
H -0.592036 1.581786 1.616750 0.235 2.353 3.050
H -1.878908 0.020294 0.037989 1.801 -0.206 1.373
H -1.520708 -0.483840 2.522628 1.577 -0.830 -0.447
N -0.471361 1.749393 -1.688815 0.760 0.508 0.995
N -0.179346 2.322069 -0.344518 -2.197 -2.906 1.601
S 1.484970 -1.264153 -0.285919 2.159 0.747 -2.699
S -0.353203 -0.988753 1.874558 -2.587 1.406 0.665
```
Positions in Å, forces in eV/Å.

Its highest occupied orbital energy is -0.3405 hartree. As for the SMILES: S[C@@H]1C=NN=C[C@@H]1S.

For each atom in turn, the natural (NBO) charge in e is: C -0.438; C 0.073; C 0.061; C -0.385; H 0.148; H 0.237; H 0.209; H 0.196; H 0.254; H 0.150; N -0.244; N -0.227; S -0.014; S -0.020

No. 2
Density functional theory data (the ωB97M-V functional and the def2-TZVPD basis) for an isolated ion of composition C4H6N3 and charge +1 at a distorted geometry.

Structure (XYZ):
```
13
Properties=species:S:1:pos:R:3:forces:R:3
C 3.898314 -0.178933 -0.803768 -2.574 0.211 2.879
C 2.807278 -0.147470 0.165594 2.065 0.728 -1.540
C 0.411410 0.648900 -0.087584 2.660 0.741 -0.214
C -1.943237 0.139811 0.130715 -2.225 0.329 -3.684
N 4.234529 0.443663 0.198238 -0.946 1.527 1.260
N 1.580548 0.519378 -0.037576 -3.005 0.658 -0.068
N -0.825460 0.995414 -0.168912 0.174 2.484 -0.910
H 4.299703 -0.670049 -1.559168 1.772 -1.786 -3.747
H 2.611024 -0.867969 0.876063 -0.022 -1.675 1.320
H -1.657740 -0.483071 0.899182 0.209 -1.759 1.479
H -2.820387 0.767490 0.427025 0.879 -0.579 -0.185
H -2.180624 -0.372705 -0.911251 0.054 0.449 2.571
H -1.082274 1.874453 -0.702920 0.958 -1.329 0.839
```
Positions in Å, forces in eV/Å.

Its highest occupied orbital energy is -0.5211 hartree. The charge is +1. As for the SMILES: C[NH+]=C=N[C@H]1C=N1.

For each atom in turn, the natural (NBO) charge in e is: C 0.106; C -0.051; C 0.759; C -0.402; N -0.166; N -0.267; N -0.601; H 0.224; H 0.227; H 0.225; H 0.250; H 0.227; H 0.470

No. 3
Density functional theory data (the ωB97M-V functional and the def2-TZVPD basis) for an isolated ion of composition C4H6N3 and charge +1 at a distorted geometry.

Structure (XYZ):
```
13
Properties=species:S:1:pos:R:3:forces:R:3
C 0.355635 -0.150790 -3.104024 2.964 -1.438 -0.279
C 0.486185 0.124402 1.814474 4.564 -0.782 -1.310
C -1.701051 0.076680 3.077419 2.625 0.247 -1.194
C 0.315751 0.071315 -0.684937 -1.250 0.661 4.204
N -0.030654 -0.110584 -1.773464 -0.698 -1.488 -0.909
N 0.183930 0.470509 0.490591 0.184 1.164 0.464
N -0.624421 0.088130 2.630943 -6.282 -0.417 2.185
H -0.483788 0.063263 -3.699185 -0.543 0.634 -1.136
H 0.813802 -1.152713 -3.391955 -0.966 0.978 0.400
H 0.983645 -0.877211 1.833683 -0.531 0.399 0.531
H 1.220523 0.780519 2.405106 -0.859 -0.371 -1.198
H 1.225938 0.507154 -3.051705 -0.319 0.496 -1.575
H -2.745494 0.109326 3.453053 1.111 -0.082 -0.182
```
Positions in Å, forces in eV/Å.

Its highest occupied orbital energy is -0.4796 hartree. The charge is +1. As for the SMILES: C#[N+]CN=C=NC.

For each atom in turn, the natural (NBO) charge in e is: C -0.428; C -0.098; C 0.457; C 0.692; N -0.368; N -0.609; N -0.169; H 0.235; H 0.228; H 0.257; H 0.255; H 0.223; H 0.323

No. 4
Density functional theory data (the ωB97M-V functional and the def2-TZVPD basis) for an isolated ion of composition C4H6N3S2 and charge -1 at a distorted geometry.

Structure (XYZ):
```
15
Properties=species:S:1:pos:R:3:forces:R:3
C -1.294248 -0.612843 -0.287566 0.000 0.531 -1.581
C 0.809073 -0.092246 -0.567163 -2.283 1.648 -1.181
C -2.765679 -0.616779 -0.216492 -2.892 -1.128 1.665
C 2.964436 0.705790 0.875570 -1.997 1.390 -1.464
N -0.637338 -1.693907 -0.631233 0.795 -0.889 0.083
N 0.677622 -1.360988 -0.833483 -0.168 -0.433 0.542
N -0.504628 0.482900 -0.358592 2.411 -2.784 0.659
S -0.876525 2.031321 0.064754 -0.700 2.336 0.525
S 2.197734 0.938574 -0.884731 0.377 -0.413 1.501
H -3.217158 -0.064880 0.702224 1.076 -0.878 -1.361
H -3.324970 -0.161024 -1.070568 0.912 -0.229 0.375
H -3.136193 -1.745467 -0.148992 0.921 2.343 -0.144
H 2.427186 1.390898 1.566282 -0.294 -0.998 -0.323
H 3.936240 1.161895 0.864925 0.931 -0.822 -0.255
H 2.744450 -0.363249 0.925060 0.910 0.325 0.959
```
Positions in Å, forces in eV/Å.

Its highest occupied orbital energy is -0.1109 hartree. The charge is -1. As for the SMILES: CSc1nnc(C)n1[S-].

For each atom in turn, the natural (NBO) charge in e is: C 0.288; C 0.092; C -0.648; C -0.703; N -0.349; N -0.316; N -0.482; S -0.400; S 0.180; H 0.227; H 0.224; H 0.218; H 0.221; H 0.205; H 0.242

No. 5
Density functional theory data (the ωB97M-V functional and the def2-TZVPD basis) for an isolated molecule of C4H6N4 at a distorted geometry.

Structure (XYZ):
```
14
Properties=species:S:1:pos:R:3:forces:R:3
C -0.121676 -0.408046 1.009468 0.186 3.311 -4.318
C -0.487137 0.918698 1.242631 1.294 -2.242 0.164
C 0.019619 2.035479 0.452957 3.091 0.954 0.256
C -0.604949 -0.064112 -1.359831 1.317 -1.937 0.810
H 0.128748 -2.745057 -0.396757 0.786 -0.023 -0.222
H 1.671497 -2.212974 -0.501354 5.429 -0.630 1.598
H -0.103130 -1.163080 1.711427 -0.033 -1.432 1.537
H -0.616742 1.082196 2.274664 -0.644 0.478 1.080
H 0.683133 2.848134 0.920964 -1.332 -1.212 0.157
H -1.158355 -0.643938 -2.105400 0.115 -0.590 0.677
N 0.799010 -2.035453 -0.711049 -7.451 0.847 -0.960
N 0.299732 -0.775792 -0.339761 -1.562 2.309 -0.252
N 0.277632 1.998571 -0.801674 -3.323 -0.872 0.220
N -0.787383 1.165376 -1.396286 2.127 1.040 -0.746
```
Positions in Å, forces in eV/Å.

Its highest occupied orbital energy is -0.3201 hartree. As for the SMILES: NN1C=CC=NN=C1.

For each atom in turn, the natural (NBO) charge in e is: C 0.057; C -0.362; C 0.048; C 0.240; H 0.342; H 0.357; H 0.197; H 0.220; H 0.194; H 0.191; N -0.632; N -0.318; N -0.242; N -0.293

No. 6
Density functional theory data (the ωB97M-V functional and the def2-TZVPD basis) for an isolated molecule of C4H6N4 at a distorted geometry.

Structure (XYZ):
```
14
Properties=species:S:1:pos:R:3:forces:R:3
C 1.205725 -1.139006 -0.222277 0.224 -1.903 0.338
C 0.680053 -0.012814 0.646775 -2.227 -2.382 -0.751
C -1.085394 1.234498 -0.303149 1.822 1.880 4.902
C -0.927116 -0.197754 0.261455 2.174 1.531 -0.505
H -1.472381 -1.557235 -1.488748 0.382 1.769 1.587
H 2.178858 -1.583868 -0.067078 0.239 0.109 -0.015
H 0.816545 -0.251883 1.733468 0.287 0.723 -0.884
H 1.613741 1.810261 0.674810 1.992 0.646 1.253
H -2.040821 1.555984 -0.552061 -1.435 1.024 -0.497
H -1.520911 -0.597649 1.210749 0.745 0.739 -2.491
N -0.789239 -0.869356 -1.038113 -0.080 -4.556 -1.181
N 0.417322 -1.765500 -1.021486 -0.217 3.305 0.961
N 1.012008 1.291600 0.119509 0.435 -0.414 1.167
N -0.088389 2.082721 0.046145 -4.340 -2.471 -3.884
```
Positions in Å, forces in eV/Å.

Its highest occupied orbital energy is -0.3121 hartree. As for the SMILES: C1=NN[C@@H]2C=NN[C@H]12.

For each atom in turn, the natural (NBO) charge in e is: C 0.044; C -0.146; C 0.041; C -0.136; H 0.394; H 0.195; H 0.218; H 0.364; H 0.188; H 0.223; N -0.521; N -0.210; N -0.441; N -0.212

Q: Which energy above the lowest of the compared OMol25 structures with the same formula, charge and spin values were calculated for the entries above? A: 4.584, 4.105, 3.855, 0.366, 5.091, 4.852, in eV.
Q: Which Kohn-Sham gap values were calculated for the entries above? A: 9.31, 9.55, 8.13, 6.32, 9.31, 9.09, in eV.
Q: Which total energy values were calculated for the entries above? A: -28891.627, -8704.399, -8704.649, -30386.228, -10200.849, -10201.088, in eV.